Density functional theory data (wB97M-V/def2-TZVPD) for a molecular structure, C40H37BrN5O2Rh.

Structure (XYZ):
```
86
Properties=species:S:1:pos:R:3:mulliken_charge:R:1
Rh 0.1518 0.2312 1.5391 -0.7262
Br 0.6747 2.3301 2.7701 0.0089
C 2.4014 1.7250 3.3578 1.1468
C 3.2120 2.6094 3.9976 -0.8213
C 4.4565 2.1450 4.4665 -0.6484
C 4.8096 0.8400 4.2831 -0.9860
C 3.9603 -0.0704 3.6087 0.8694
C 4.3469 -1.4159 3.4123 -0.9251
C 3.5241 -2.2651 2.7386 -1.2333
C 2.2890 -1.8160 2.2216 -0.0793
C 1.8449 -0.5252 2.3782 1.0560
C 2.7018 0.3664 3.1077 0.2195
H 2.9146 3.6373 4.1543 0.4655
H 5.1179 2.8314 4.9762 0.4299
H 5.7600 0.4774 4.6535 0.4299
H 5.3016 -1.7503 3.7969 0.4456
H 3.8170 -3.2947 2.5800 0.4798
H 1.7182 -2.5457 1.6662 0.2887
C 4.2922 1.3504 -4.0856 -2.0669
C 2.7834 1.5980 -4.0491 1.7367
C 2.0912 0.6182 -5.0090 -1.6025
C 2.4950 3.0427 -4.4915 -1.5678
C 2.2198 1.4169 -2.6503 0.3759
C 3.0165 1.2899 -1.5160 -0.9029
C 2.4313 1.0752 -0.2827 -0.6652
N 1.1122 1.0101 -0.1168 0.6539
C 0.3058 1.2173 -1.1823 -0.5768
C 0.8357 1.4032 -2.4424 0.1608
C -1.1541 1.2657 -0.8860 -0.3812
C -2.1112 1.5155 -1.8565 0.3477
C -3.4630 1.5649 -1.5255 0.1442
C -3.7825 1.3742 -0.1802 -0.6603
C -2.7820 1.1381 0.7380 -1.0254
N -1.4921 1.0832 0.4031 -0.1057
C -4.5577 1.7993 -2.5543 1.8258
C -5.3363 3.0678 -2.1739 -1.5953
C -5.5030 0.5866 -2.5350 -1.5719
C -3.9952 1.9692 -3.9654 -2.0645
H 4.6322 1.3468 -5.1203 0.4211
H 4.5587 0.3853 -3.6498 0.4729
H 4.8460 2.1339 -3.5661 0.3825
H 2.5688 0.6734 -5.9866 0.4632
H 1.0362 0.8545 -5.1526 0.3708
H 2.1731 -0.4116 -4.6554 0.3578
H 2.8211 3.1796 -5.5229 0.4551
H 3.0307 3.7599 -3.8683 0.3822
H 1.4298 3.2758 -4.4447 0.3531
H 4.0932 1.3399 -1.5725 0.5435
H 3.0375 0.9402 0.6051 0.2660
H 0.1722 1.5526 -3.2795 0.5806
H -1.8089 1.6804 -2.8773 0.5563
H -4.8073 1.4144 0.1609 0.4964
H -3.0102 0.9995 1.7877 0.5535
H -5.7424 3.0129 -1.1636 0.3543
H -6.1742 3.1971 -2.8592 0.4574
H -4.7040 3.9544 -2.2411 0.3839
H -6.0582 0.5197 -1.5987 0.3534
H -4.9563 -0.3470 -2.6795 0.3532
H -6.2292 0.6800 -3.3424 0.4643
H -3.3179 2.8230 -4.0355 0.4516
H -4.8159 2.1521 -4.6578 0.4213
H -3.4744 1.0723 -4.3087 0.4168
O -2.1231 -6.8126 2.8608 -0.5660
N -1.4642 -6.2067 2.0519 1.0139
O -1.0331 -6.6652 1.0145 -0.6088
C -1.3463 -4.7354 2.2493 -0.6236
C -1.6633 -4.2837 3.4800 -0.8057
C -1.5313 -2.9013 3.8126 0.8041
C -1.8429 -2.3769 5.0782 -0.7302
C -1.6800 -1.0328 5.2949 -1.1024
C -1.1952 -0.2242 4.2636 -0.3612
N -0.8930 -0.6979 3.0652 0.5022
C -1.0562 -2.0262 2.8386 0.2216
C -0.7287 -2.5100 1.5299 -0.1394
N -0.2588 -1.5819 0.6552 0.5848
C 0.0449 -1.9547 -0.5730 -0.0322
C -0.1304 -3.2650 -1.0093 -1.2226
C -0.5842 -4.2250 -0.1394 -0.6557
C -0.8820 -3.8639 1.1931 0.8344
H -2.0076 -4.9887 4.2241 0.6188
H -2.2039 -3.0304 5.8619 0.5216
H -1.9134 -0.5826 6.2488 0.4516
H -1.0596 0.8374 4.4182 0.5689
H 0.4414 -1.1981 -1.2395 0.3327
H 0.1063 -3.5150 -2.0334 0.5590
H -0.7040 -5.2444 -0.4640 0.6439
```

## Properties
HOMO-LUMO gap   6.9 eV
Lowest unoccupied orbital energy   -0.2316 hartree
Spin multiplicity   1
E   -126664.4024 eV
Net charge   +2
HOMO level   -13.16 eV